[1]
120
Properties=species:S:1:pos:R:3 method="wB97M-V/def2-TZVPD" largest_force_ev_per_a=2.17 orbital_gap_ev=7.400 charge=+1 lumo_energy_ev=-4.01 total_energy_ha=-5173.07227
N -0.886 -4.507 0.970
C -0.347 -3.122 0.910
C 0.870 -2.999 -0.031
C 0.897 -1.524 -0.579
C 1.902 -0.658 0.226
N 1.429 0.719 0.517
C 0.755 1.332 -0.487
N 1.304 1.419 -1.678
Br 0.433 2.190 -3.118
N -0.495 1.783 -0.155
C -0.485 1.830 1.327
C -1.814 1.864 2.100
C -2.268 0.502 2.680
C -3.748 0.154 2.544
O -4.221 -0.636 3.346
N -4.582 0.677 1.508
C -3.967 0.350 0.198
C -3.708 1.393 -0.654
C -3.116 1.113 -1.864
C -2.813 -0.188 -2.168
C -3.098 -1.221 -1.323
C -3.696 -0.958 -0.109
C 0.566 0.829 1.713
Cl 1.605 1.246 3.100
H -0.524 -5.047 0.194
H -1.895 -4.473 0.945
H -0.058 -2.837 1.930
H -1.186 -2.480 0.616
H 0.737 -3.642 -0.899
H 1.832 -3.153 0.460
H 1.246 -1.555 -1.615
H -0.134 -1.158 -0.545
H 2.116 -1.183 1.162
H 2.850 -0.628 -0.317
H 2.229 1.055 -1.862
H -0.476 2.728 -0.552
H -0.034 2.805 1.566
H -1.627 2.528 2.947
H -2.591 2.360 1.519
H -1.728 -0.347 2.249
H -2.040 0.480 3.746
H -5.396 0.064 1.534
H -3.963 2.397 -0.336
H -2.893 1.929 -2.540
H -2.321 -0.379 -3.118
H -2.847 -2.244 -1.578
H -3.934 -1.772 0.568
H 0.277 -0.212 1.884
C 0.531 5.948 0.313
C 1.823 6.180 -0.458
C 1.546 6.615 -1.888
O 2.601 4.981 -0.459
H -0.060 5.151 -0.159
H 0.747 5.629 1.334
H -0.078 6.851 0.352
H 2.418 6.940 0.048
H 0.986 5.841 -2.425
H 2.479 6.768 -2.429
H 0.970 7.540 -1.917
H 2.081 4.307 -0.902
C -8.447 2.355 -0.854
C -8.443 0.866 -1.160
C -8.398 0.039 0.115
O -7.317 0.546 -1.982
H -7.535 2.640 -0.318
H -8.471 2.935 -1.777
H -9.308 2.633 -0.245
H -9.334 0.607 -1.733
H -7.485 0.255 0.678
H -8.386 -1.026 -0.119
H -9.256 0.245 0.756
H -6.520 0.770 -1.489
C -0.426 -6.979 -2.659
C 1.014 -6.782 -2.212
C 1.769 -8.100 -2.184
O 1.039 -6.184 -0.910
H -0.957 -7.638 -1.967
H -0.960 -6.026 -2.667
H -0.475 -7.413 -3.658
H 1.516 -6.086 -2.886
H 1.306 -8.794 -1.478
H 2.797 -7.946 -1.855
H 1.785 -8.567 -3.170
H 0.601 -6.791 -0.301
C 5.785 -0.052 4.531
C 6.060 1.397 4.157
C 5.905 2.318 5.357
O 5.167 1.803 3.118
H 4.758 -0.166 4.894
H 5.893 -0.700 3.660
H 6.468 -0.398 5.309
H 7.070 1.486 3.755
H 4.883 2.276 5.746
H 6.098 3.353 5.072
H 6.592 2.044 6.158
H 4.271 1.728 3.460
C 1.729 4.013 -7.370
C 3.160 4.182 -6.882
C 3.912 2.861 -6.904
O 3.157 4.714 -5.556
H 1.181 3.320 -6.723
H 1.200 4.966 -7.342
H 1.701 3.629 -8.390
H 3.677 4.908 -7.509
H 3.432 2.133 -6.242
H 4.933 2.996 -6.545
H 3.950 2.442 -7.910
H 2.703 4.083 -4.989
C 0.904 -2.783 4.436
C 1.830 -3.844 3.866
C 2.288 -4.818 4.938
O 2.965 -3.211 3.264
H 1.413 -2.190 5.202
H 0.600 -2.092 3.646
H 0.011 -3.225 4.879
H 1.316 -4.389 3.071
H 2.846 -4.296 5.721
H 2.957 -5.566 4.513
H 1.441 -5.329 5.397
H 3.432 -2.724 3.952



[2]
121
Properties=species:S:1:pos:R:3 method="wB97M-V/def2-TZVPD" largest_force_ev_per_a=4.61 orbital_gap_ev=5.416 charge=-1 lumo_energy_ev=1.75 total_energy_ha=-2325.58624
C -3.231 -2.117 -2.923
O -2.679 -3.336 -3.496
C -1.208 -3.290 -3.402
C -0.701 -4.780 -3.745
C 0.847 -5.037 -3.408
C 1.881 -4.261 -4.362
C 3.360 -4.413 -3.737
C 3.920 -3.030 -3.089
C 3.086 -2.577 -1.775
C 3.149 -0.960 -1.528
Nb 3.286 -0.373 0.666
C 3.785 1.814 0.227
O 3.496 2.274 -1.137
C 2.113 2.284 -1.435
C 1.741 2.044 -2.950
C 0.284 1.977 -3.460
C -0.881 2.141 -2.420
C -0.549 2.411 -0.907
C 0.952 2.468 -0.429
H -3.581 -2.251 -1.841
H -2.435 -1.298 -2.986
H -4.135 -1.783 -3.557
H -0.984 -3.105 -2.291
H -0.789 -2.492 -4.103
H -1.315 -5.489 -3.059
H -1.006 -5.044 -4.818
H 1.031 -6.167 -3.522
H 1.095 -4.779 -2.318
H 1.580 -3.188 -4.614
H 1.891 -4.843 -5.366
H 3.279 -5.192 -2.884
H 4.074 -4.729 -4.570
H 4.998 -3.281 -2.746
H 3.955 -2.201 -3.894
H 3.387 -3.170 -0.845
H 1.983 -2.863 -1.986
H 2.124 -0.566 -1.908
H 3.966 -0.530 -2.204
H 5.082 -0.705 0.714
H 3.350 0.046 2.448
H 1.484 -0.065 0.644
H 2.977 -2.101 1.108
H 3.287 2.463 1.045
H 4.924 1.946 0.396
H 2.588 1.891 -3.702
H 0.129 1.792 -4.575
H -1.941 2.054 -2.829
H -1.417 2.541 -0.175
H 1.173 2.635 0.672
C -3.915 4.099 -1.413
O -4.376 3.146 -2.014
N -4.161 5.409 -1.703
C -3.572 6.488 -0.939
C -5.038 5.733 -2.812
H -3.237 3.968 -0.555
H -4.373 7.090 -0.502
H -2.969 7.108 -1.608
H -2.937 6.101 -0.140
H -6.020 5.290 -2.630
H -4.624 5.307 -3.730
H -5.136 6.815 -2.920
C -4.557 9.626 -2.584
O -5.534 9.035 -2.157
N -4.532 10.402 -3.705
C -3.328 11.073 -4.149
C -5.750 10.561 -4.477
H -3.582 9.573 -2.075
H -3.508 12.151 -4.172
H -3.073 10.722 -5.152
H -2.494 10.865 -3.476
H -6.522 11.000 -3.841
H -6.090 9.580 -4.816
H -5.574 11.206 -5.339
C 1.109 -4.152 2.737
O 1.631 -3.391 1.948
N 0.429 -3.776 3.862
C -0.166 -4.743 4.756
C 0.300 -2.362 4.168
H 1.148 -5.246 2.600
H -1.244 -4.562 4.811
H 0.275 -4.627 5.751
H 0.008 -5.761 4.404
H -0.212 -1.863 3.342
H 1.297 -1.928 4.276
H -0.265 -2.221 5.092
C -1.039 -2.228 7.744
O -1.166 -1.511 6.770
N -0.720 -1.800 9.000
C -0.585 -2.717 10.112
C -0.509 -0.383 9.227
H -1.176 -3.320 7.681
H -1.307 -2.445 10.887
H 0.429 -2.643 10.514
H -0.770 -3.745 9.796
H -1.419 0.161 8.961
H 0.307 -0.036 8.590
H -0.263 -0.196 10.273
C -2.702 -7.776 -1.244
O -1.749 -7.033 -1.372
N -3.949 -7.552 -1.751
C -5.036 -8.486 -1.556
C -4.191 -6.337 -2.509
H -2.626 -8.724 -0.687
H -5.391 -8.829 -2.532
H -5.850 -7.981 -1.028
H -4.711 -9.348 -0.971
H -3.522 -6.314 -3.373
H -3.978 -5.472 -1.878
H -5.228 -6.298 -2.848
C 7.085 1.284 2.885
O 5.902 1.130 3.099
N 7.799 2.417 3.167
C 9.213 2.525 2.881
C 7.117 3.544 3.771
H 7.698 0.489 2.429
H 9.753 2.715 3.813
H 9.375 3.357 2.189
H 9.592 1.607 2.430
H 6.684 3.232 4.725
H 6.309 3.870 3.110
H 7.812 4.369 3.935